Record 1
Computed, not measured: a structure of composition C41H37F5N7O3Pd, with wB97M-V/def2-TZVPD.

```
! wB97M-V def2-TZVPD RIJCOSX def2/J DEFGRID3
* xyz 1 3
Pd -8.192 0.346 16.252
C -12.404 2.516 16.271
C -12.293 1.127 16.866
C -13.655 0.365 17.077
C -11.473 1.246 18.129
C -11.822 2.079 19.196
C -11.109 2.177 20.341
C -9.990 1.405 20.514
C -9.483 0.620 19.523
C -8.231 -0.182 19.922
C -7.017 0.357 19.186
C -8.264 -1.660 19.777
C -10.277 0.500 18.352
N -9.877 -0.371 17.221
C -10.455 -1.578 17.102
C -11.290 -2.103 18.149
C -12.027 -3.271 18.069
C -12.040 -3.950 16.869
C -11.377 -3.499 15.761
C -10.683 -2.277 15.866
F -10.277 -1.692 14.781
H -12.548 2.408 15.172
H -11.459 3.009 16.460
H -13.190 3.083 16.675
H -11.718 0.590 16.153
H -14.203 1.004 17.741
H -13.405 -0.640 17.426
H -14.102 0.468 16.115
H -12.666 2.745 18.942
H -11.451 2.884 21.068
H -9.440 1.513 21.486
H -8.081 0.035 20.991
H -7.087 0.289 18.108
H -6.077 -0.171 19.482
H -6.706 1.415 19.329
H -8.685 -2.133 18.889
H -8.866 -2.127 20.554
H -7.299 -2.146 20.012
H -11.540 -1.637 19.176
H -12.552 -3.631 18.893
H -12.542 -4.889 16.635
H -11.361 -3.989 14.776
F -4.559 -0.763 13.497
C -4.245 -0.976 14.781
C -4.728 -2.181 15.328
F -5.304 -3.033 14.548
C -4.717 -2.360 16.652
C -4.008 -1.446 17.509
C -3.496 -0.338 16.919
F -2.977 0.562 17.784
C -3.658 0.031 15.572
C -4.011 1.410 15.268
C -5.395 1.220 14.925
N -6.482 0.915 14.982
C -3.522 2.698 15.308
N -3.250 3.809 15.241
F -3.957 -1.761 18.724
C -5.839 -3.150 17.179
C -6.965 -2.510 16.854
N -7.751 -1.838 16.225
C -5.797 -4.208 18.204
N -5.983 -5.090 18.884
O -9.249 4.734 21.780
C -8.462 5.556 20.902
N -8.253 4.901 19.659
C -9.125 5.079 18.656
O -10.127 5.713 18.812
C -8.957 4.365 17.337
C -8.929 5.067 16.122
C -8.783 4.403 14.965
C -8.714 3.017 14.943
N -8.684 2.372 16.144
C -8.839 3.017 17.298
H -9.935 5.262 22.258
H -7.408 5.633 21.322
H -8.843 6.585 20.832
H -7.316 4.448 19.502
H -8.996 6.148 16.178
H -8.721 4.866 13.992
H -8.669 2.445 14.024
H -8.778 2.528 18.296
C -3.551 4.819 19.095
C -4.291 6.123 18.819
C -5.371 5.595 17.856
O -5.728 4.298 18.455
C -4.687 3.875 19.322
H -2.774 4.880 19.889
H -3.056 4.506 18.186
H -3.758 6.968 18.565
H -4.874 6.399 19.744
H -4.899 5.463 16.858
H -6.265 6.185 17.849
H -4.462 2.876 19.179
H -5.099 3.846 20.392
*
```

Results
Relative energy (zero: lowest compared OMol25 entry of this formula, charge and spin) ... 75.1 kcal/mol
Lowest unoccupied orbital energy (spin up / spin down) ... -4.33 / -5.90 eV
HOMO level (spin up / spin down) ... -10.715 / -10.714 eV
<S²> ... 2.064
Kohn-Sham gap (spin up / spin down) ... 6.39 / 4.81 eV

---

Record 2
Computed, not measured: a structure of composition C41H37FeGeN7S, with wB97M-V/def2-TZVPD.

```
! wB97M-V def2-TZVPD RIJCOSX def2/J DEFGRID3
* xyz -2 1
Fe 0.633 -1.834 -0.379
N 4.458 -3.461 -1.976
C 3.205 -2.848 -1.705
S 2.031 -3.856 -0.857
N 3.052 -1.648 -2.119
N 1.790 -1.094 -1.808
C 1.352 -0.260 -2.769
C 0.123 0.349 -2.854
C -0.307 1.015 -4.063
C -1.593 1.316 -4.319
C -2.611 0.963 -3.318
C -2.192 0.476 -2.133
N -0.885 0.238 -1.817
H 4.683 -4.138 -1.263
H 5.177 -2.758 -2.072
H 2.023 -0.096 -3.613
H 0.462 1.210 -4.806
H -1.876 1.777 -5.258
H -3.667 1.118 -3.490
H -2.890 0.250 -1.333
N -0.751 -2.720 -1.853
C -2.077 -3.066 -1.690
C -2.910 -3.065 -2.814
C -4.262 -3.333 -2.716
C -4.812 -3.593 -1.470
C -3.982 -3.591 -0.356
C -2.605 -3.362 -0.413
C -1.796 -3.368 0.865
C -2.345 -4.102 1.930
C -1.864 -4.004 3.222
C -0.816 -3.119 3.460
C -0.222 -2.467 2.394
C -0.607 -2.599 1.029
H -0.397 -2.679 -2.796
H -0.103 -3.227 -1.224
H -2.470 -2.817 -3.774
H -4.883 -3.314 -3.605
H -5.875 -3.772 -1.356
H -4.436 -3.737 0.615
H -3.169 -4.782 1.744
H -2.305 -4.590 4.021
H -0.447 -2.961 4.470
H 0.611 -1.813 2.626
N 2.932 -0.314 0.697
C 4.122 -0.235 1.307
C 4.252 -1.397 2.043
C 3.074 -2.120 1.778
N 2.278 -1.438 0.970
H 2.542 0.285 -0.015
H 4.773 0.610 1.152
H 5.086 -1.695 2.656
H 2.764 -3.092 2.124
C -0.446 -0.061 -0.453
Ge 0.064 1.654 0.405
C -1.077 3.205 -0.075
C -1.295 3.500 -1.421
C -2.028 4.620 -1.800
C -2.547 5.475 -0.838
C -2.328 5.206 0.507
C -1.600 4.079 0.879
C -0.161 1.343 2.340
C -1.448 1.235 2.868
C -1.659 0.873 4.193
C -0.577 0.603 5.019
C 0.711 0.689 4.511
C 0.912 1.053 3.184
C 1.818 2.577 0.190
C 2.310 3.418 1.189
C 3.483 4.143 1.005
C 4.186 4.038 -0.188
C 3.707 3.214 -1.195
C 2.530 2.493 -1.005
H -1.339 -0.264 0.153
H -0.902 2.848 -2.194
H -2.199 4.810 -2.853
H -3.122 6.345 -1.133
H -2.725 5.870 1.267
H -1.440 3.883 1.935
H -2.306 1.414 2.227
H -2.670 0.780 4.573
H -0.739 0.307 6.049
H 1.561 0.451 5.140
H 1.926 1.081 2.796
H 1.770 3.518 2.126
H 3.847 4.790 1.795
H 5.105 4.597 -0.331
H 4.246 3.123 -2.131
H 2.162 1.848 -1.801
*
```

Results
Lowest unoccupied orbital energy (spin up / spin down) ... 4.48 / 4.48 eV
HOMO level (spin up / spin down) ... 0.621 / 0.624 eV
Kohn-Sham gap (spin up / spin down) ... 3.86 / 3.86 eV

---

Record 3
Computed, not measured: a structure of composition C41H37N4O3S3Tl, with wB97M-V/def2-TZVPD.

```
! wB97M-V def2-TZVPD RIJCOSX def2/J DEFGRID3
* xyz -2 1
Tl -0.479 -0.855 0.599
O 0.281 -0.259 6.832
C 0.284 -0.172 5.583
O -0.440 0.518 4.843
C 1.380 -1.028 4.890
C 2.108 -1.926 5.676
C 3.105 -2.688 5.096
C 3.366 -2.525 3.742
C 2.600 -1.609 3.039
N 1.626 -0.886 3.586
H 1.860 -1.983 6.726
H 3.674 -3.398 5.688
H 4.135 -3.095 3.235
H 2.756 -1.457 1.975
C -1.206 2.384 2.189
N -2.184 1.380 1.814
C -2.954 0.936 2.954
C -3.011 1.812 0.716
C -2.261 1.957 -0.602
C -2.764 2.870 -1.531
C -2.129 3.060 -2.753
C -0.965 2.347 -3.019
C -0.491 1.434 -2.081
C -1.123 1.174 -0.856
H -1.699 3.318 2.526
H -0.583 2.619 1.325
H -0.587 1.997 2.999
H -3.619 1.731 3.346
H -2.273 0.633 3.749
H -3.575 0.084 2.662
H -3.512 2.778 0.949
H -3.819 1.076 0.606
H -3.649 3.457 -1.289
H -2.520 3.775 -3.470
H -0.435 2.501 -3.956
H 0.431 0.905 -2.310
S 4.107 -0.085 -1.389
C 3.558 1.317 -0.566
C 2.368 1.102 0.058
C 1.816 -0.214 -0.104
C 2.660 -0.962 -0.876
C 2.468 -2.348 -1.318
C 3.169 -2.898 -2.402
C 2.858 -4.172 -2.834
C 1.859 -4.884 -2.183
C 1.238 -4.273 -1.103
N 1.536 -3.057 -0.672
H 4.154 2.219 -0.578
H 1.870 1.880 0.624
H 3.914 -2.308 -2.921
H 3.376 -4.598 -3.686
H 1.564 -5.876 -2.500
H 0.451 -4.785 -0.559
S -3.549 -4.719 -2.814
C -4.196 -3.274 -2.229
N -3.392 -2.321 -1.679
C -3.806 -1.111 -1.246
C -5.125 -0.776 -1.299
C -6.022 -1.725 -1.823
C -5.577 -2.936 -2.275
H -2.382 -2.502 -1.688
H -3.023 -0.451 -0.888
H -5.447 0.198 -0.962
H -7.079 -1.490 -1.878
H -6.249 -3.670 -2.694
O -0.737 -2.273 -2.666
S -0.797 -2.797 -4.060
C -2.170 -1.925 -4.827
C -3.006 -2.589 -5.708
C -4.099 -1.913 -6.236
C -4.348 -0.599 -5.863
C -3.508 0.049 -4.962
C -2.411 -0.614 -4.438
C 0.513 -1.918 -4.932
C 0.728 -2.136 -6.286
C 1.767 -1.473 -6.918
C 2.582 -0.607 -6.193
C 2.360 -0.406 -4.839
C 1.320 -1.070 -4.198
H -2.830 -3.632 -5.938
H -4.771 -2.422 -6.916
H -5.211 -0.081 -6.263
H -3.704 1.069 -4.654
H -1.761 -0.130 -3.716
H 0.083 -2.808 -6.842
H 1.942 -1.628 -7.975
H 3.394 -0.091 -6.690
H 2.996 0.254 -4.262
H 1.132 -0.939 -3.141
*
```

Results
Relative energy (zero: lowest compared OMol25 entry of this formula, charge and spin) ... 3.8 kcal/mol
Lowest unoccupied orbital energy ... 3.72 eV
HOMO level ... -1.314 eV
Kohn-Sham gap ... 5.03 eV

---

Number 1: electronic energy -2820.25938 Ha. Number 2: electronic energy -5706.61515 Ha. Number 3: electronic energy -3396.33377 Ha.